[1]
This record from the OMol25 dataset describes 2 unconnected molecules or ions with the total composition C18H24Cl2NO3. The level of theory is ωB97M-V/def2-TZVPD.

```
48
Properties=species:S:1:pos:R:3:lowdin_charge:R:1
C 1.667 -4.245 0.864 -0.104
O 0.558 -4.349 -0.017 -0.187
C -0.617 -3.760 0.503 -0.246
C -0.995 -2.492 -0.343 -0.169
C -2.532 -2.386 -0.365 -0.216
C -3.094 -1.038 -0.896 -0.198
C -2.267 0.180 -0.385 -0.235
C -3.074 1.483 -0.291 -0.217
C -2.182 2.696 0.083 -0.194
C -1.315 2.474 1.360 -0.181
C 0.121 3.039 1.171 -0.136
C 1.164 1.972 0.894 -0.155
C 1.491 0.955 1.790 -0.042
C 2.490 0.023 1.494 -0.065
C 3.232 0.045 0.304 -0.073
C 2.907 1.035 -0.634 -0.055
C 1.886 1.978 -0.315 -0.038
C 1.742 2.931 -1.457 -0.465
O 0.883 3.738 -1.708 0.052
N 2.848 2.713 -2.325 -0.317
Cl 2.312 2.723 -3.976 0.712
C 3.446 1.393 -2.032 -0.466
O 4.137 0.893 -2.860 -0.132
H 1.642 -3.346 1.501 0.074
H 2.575 -4.182 0.254 0.096
H 1.673 -5.113 1.547 0.085
H -1.486 -4.436 0.515 0.111
H -0.493 -3.389 1.536 0.115
H -0.544 -2.606 -1.337 0.125
H -0.488 -1.654 0.152 0.094
H -2.972 -2.599 0.621 0.110
H -2.882 -3.168 -1.062 0.111
H -3.151 -0.976 -1.990 0.109
H -4.090 -0.908 -0.437 0.102
H -1.848 -0.142 0.582 0.091
H -1.388 0.363 -1.026 0.126
H -3.474 1.673 -1.304 0.112
H -3.927 1.410 0.404 0.109
H -1.531 2.899 -0.781 0.101
H -2.856 3.555 0.224 0.105
H -1.788 3.090 2.145 0.101
H -1.341 1.445 1.731 0.089
H 0.394 3.590 2.086 0.116
H 0.090 3.775 0.361 0.093
H 0.970 0.869 2.747 0.113
H 2.764 -0.763 2.203 0.100
H 4.034 -0.663 0.088 -0.045
Cl 5.308 -0.722 -1.618 -0.216
```

Computed properties:
**Gap between HOMO and LUMO**: 5.9239 eV
**HOMO energy**: -0.1234 Eh
**Total charge**: -1
**Spin multiplicity**: 1

***

[2]
This record from the OMol25 dataset describes 12 unconnected molecules or ions with the total composition C4H32NO11. The level of theory is ωB97M-V/def2-TZVPD.

```
48
Properties=species:S:1:pos:R:3:lowdin_charge:R:1
C 0.571 -0.477 0.380 -0.054
C 1.809 0.353 -0.108 -0.156
C 2.957 -0.639 -0.017 -0.143
C 3.602 -1.086 1.110 0.006
N -0.783 0.156 -0.283 0.150
H 0.614 -1.540 0.037 0.117
H 0.440 -0.466 1.440 0.082
H 1.614 0.693 -1.084 0.072
H 1.915 1.079 0.609 0.050
H 2.969 -1.324 -0.794 0.070
H 4.258 -1.972 1.070 0.061
H 3.903 -0.447 2.058 0.091
H -0.976 1.139 -0.006 0.092
H -0.753 0.070 -1.248 0.035
H -1.519 -0.450 0.152 0.098
H 1.884 -1.323 3.169 -0.030
H 3.055 -0.918 3.892 0.064
O 2.250 -0.569 3.483 -0.034
H -0.215 -1.382 -2.878 0.066
H -1.747 -1.261 -3.234 0.058
O -1.092 -1.752 -2.714 -0.049
H -2.550 1.662 1.988 0.094
H -1.281 2.506 1.737 0.053
O -1.599 1.598 1.755 -0.035
H -0.478 -0.806 4.161 0.055
H -1.358 -0.580 3.053 -0.143
O -1.364 -0.519 3.889 0.034
H -1.348 -3.267 0.929 0.116
H -2.295 -2.468 1.811 0.041
O -1.507 -2.288 1.305 -0.093
H -3.823 -0.877 -1.022 0.040
H -3.167 0.238 -1.821 0.039
O -3.320 -0.089 -0.907 -0.039
H 1.448 4.064 1.932 0.036
H 2.098 2.608 2.009 0.084
O 1.593 3.265 1.447 -0.057
H 0.636 3.160 -0.747 0.081
H -0.554 3.196 -1.452 0.045
O 0.066 2.543 -1.251 -0.037
H -0.644 1.101 -3.305 0.008
H -1.953 1.481 -3.828 0.085
O -1.587 0.937 -3.114 -0.068
H -1.490 -4.117 -1.246 0.036
H -0.538 -3.140 -1.754 -0.014
O -0.649 -3.748 -1.023 -0.051
H 1.861 1.893 -3.986 0.050
H 0.835 2.556 -2.991 0.049
O 1.085 1.735 -3.477 -0.055
```

Computed properties:
**Gap between HOMO and LUMO**: 9.3917 eV
**HOMO energy**: -0.4458 Eh
**Total charge**: +1
**Spin multiplicity**: 1
**Energy above the lowest of the compared OMol25 structures with the same formula, charge and spin**: 4.881 eV

***

[3]
This record from the OMol25 dataset describes a molecular structure, C44H57BrCoN2P2Si4Te. The level of theory is ωB97M-V/def2-TZVPD.

```
112
Properties=species:S:1:pos:R:3:lowdin_charge:R:1
Co -0.024 2.029 0.340 0.295
C 1.715 4.247 -1.337 -0.230
P 1.763 2.363 -1.098 0.929
C 3.505 2.081 -0.660 -0.346
C 3.942 1.434 0.513 -0.090
C 5.299 1.239 0.739 -0.072
C 6.262 1.686 -0.196 -0.085
C 5.828 2.278 -1.356 -0.092
C 4.470 2.579 -1.563 -0.097
C 1.550 1.765 -2.792 -0.413
C 0.336 2.071 -3.375 -0.125
C -0.002 1.518 -4.608 -0.083
C 0.815 0.608 -5.290 -0.073
C 2.000 0.230 -4.636 -0.078
C 2.394 0.846 -3.430 -0.090
C 1.033 4.757 -0.143 -0.429
C 1.105 6.082 0.320 -0.058
C 0.347 6.089 1.499 -0.078
C -0.162 4.810 1.692 -0.380
C -1.125 4.390 2.724 -0.295
P -1.645 2.576 2.878 1.116
C -2.621 2.305 1.288 -0.426
C -2.951 0.866 -0.342 -0.204
C -3.973 0.839 -1.406 -0.014
C -5.148 1.476 -1.216 -0.029
C -5.429 2.293 -0.037 -0.156
C -4.004 3.105 1.452 -0.171
C -0.139 1.615 3.255 -0.414
C 0.935 2.230 3.930 -0.097
C 1.953 1.447 4.488 -0.089
C 1.956 0.058 4.351 -0.073
C 0.959 -0.546 3.554 -0.110
C -0.115 0.198 3.049 -0.185
N 0.273 3.969 0.669 -0.042
H 1.143 4.535 -2.251 0.098
H 2.749 4.678 -1.398 0.099
H 3.199 1.113 1.242 0.080
H 5.603 0.668 1.606 0.100
H 7.332 1.581 0.017 0.108
H 6.550 2.469 -2.177 0.115
H 4.163 3.105 -2.446 0.101
H -0.368 2.782 -2.914 0.080
H -0.967 1.804 -5.056 0.109
H 0.456 0.147 -6.198 0.099
H 2.631 -0.560 -5.055 0.105
H 3.324 0.483 -2.993 0.105
H 1.496 6.954 -0.171 0.092
H 0.085 6.955 2.094 0.098
H -2.070 4.975 2.616 0.089
H -0.702 4.611 3.707 0.068
H -2.145 0.108 -0.380 0.026
H -3.732 0.429 -2.400 0.116
H -5.928 1.397 -1.946 0.106
H -6.472 2.490 0.087 0.130
H -4.202 3.635 2.427 0.147
H 1.035 3.307 4.066 0.102
H 2.751 2.029 4.951 0.104
H 2.736 -0.620 4.729 0.107
H 1.070 -1.604 3.307 0.073
H -0.882 -0.303 2.501 0.040
Br -3.762 5.804 -1.650 0.711
C -3.540 4.065 -0.807 -0.584
C -4.581 3.671 0.160 -0.222
C -4.775 1.781 1.274 -0.133
C -3.448 0.990 1.109 -0.133
N -2.134 2.194 -0.130 -0.078
C -2.447 3.312 -1.003 -0.113
H -5.314 4.515 0.381 0.147
H -5.440 1.428 2.059 0.144
H -3.285 0.173 1.802 0.122
H -1.764 3.415 -1.853 0.092
C 2.098 -5.891 -0.040 -0.225
Si 2.382 -4.047 0.349 0.371
C 3.043 -3.769 2.114 -0.229
C 3.620 -3.152 -0.792 -0.216
Si 0.145 -3.227 0.100 0.207
Te 0.570 -0.495 -0.218 0.543
Si -0.675 -3.807 -2.062 0.345
C 0.579 -3.497 -3.492 -0.201
C -2.269 -2.915 -2.542 -0.229
C -1.106 -5.679 -2.180 -0.218
Si -1.498 -3.814 1.693 0.364
C -1.044 -3.320 3.455 -0.216
C -3.197 -2.970 1.222 -0.195
C -1.735 -5.683 1.677 -0.229
H 2.539 -6.183 -0.989 0.024
H 1.037 -6.139 -0.072 -0.008
H 2.541 -6.496 0.768 0.030
H 3.999 -4.251 2.304 0.021
H 2.358 -4.217 2.873 0.026
H 3.158 -2.684 2.298 0.023
H 4.630 -3.296 -0.417 0.021
H 3.466 -2.052 -0.791 0.004
H 3.512 -3.517 -1.807 0.011
H 1.046 -2.512 -3.385 0.007
H 0.027 -3.590 -4.414 0.016
H 1.380 -4.261 -3.453 0.027
H -2.226 -1.831 -2.359 0.005
H -3.158 -3.263 -1.974 0.031
H -2.473 -3.063 -3.590 0.018
H -0.130 -6.208 -2.201 0.020
H -1.551 -5.778 -3.160 0.015
H -1.766 -6.148 -1.421 0.016
H -1.193 -2.251 3.553 -0.003
H 0.012 -3.518 3.632 0.009
H -1.679 -3.844 4.181 0.042
H -3.229 -2.369 0.275 0.015
H -3.426 -2.263 2.051 0.019
H -3.913 -3.775 1.173 0.010
H -0.796 -6.207 1.974 0.040
H -2.073 -6.041 0.706 0.001
H -2.474 -6.027 2.395 0.025
```

Computed properties:
**Expectation value of S²**: 3.766
**Gap between HOMO and LUMO (alpha / beta)**: 7.2934 / 7.0299 eV
**HOMO energy (alpha / beta)**: -0.2525 / -0.2531 Eh
**Spin multiplicity**: 4

***

[4]
This record from the OMol25 dataset describes 12 unconnected molecules or ions with the total composition C48H95F15O24. The level of theory is ωB97M-V/def2-TZVPD.

```
182
Properties=species:S:1:pos:R:3:lowdin_charge:R:1
C 4.519 5.904 -6.706 -0.064
C 4.497 4.369 -6.769 -0.153
O 4.509 3.807 -5.409 0.034
C 3.348 3.828 -4.794 -0.428
O 2.270 4.170 -5.145 0.175
C 3.445 3.135 -3.397 -0.492
F 4.650 2.545 -3.203 0.135
F 3.243 4.038 -2.393 0.140
F 2.493 2.216 -3.294 0.165
H 5.458 6.370 -6.383 0.082
H 3.685 6.256 -6.085 0.078
H 4.298 6.300 -7.703 0.081
H 5.454 4.045 -7.214 0.129
H 3.597 3.969 -7.275 0.133
C 4.130 -0.617 -0.886 -0.052
C 3.417 -1.610 -1.781 -0.161
O 2.597 -0.819 -2.678 0.024
C 1.887 -1.501 -3.546 -0.397
O 1.771 -2.707 -3.589 0.147
C 1.055 -0.545 -4.457 -0.568
F 1.835 0.202 -5.238 0.166
F 0.231 -1.210 -5.213 0.201
F 0.354 0.343 -3.725 0.143
H 3.523 -0.403 -0.033 0.048
H 4.370 0.297 -1.436 0.073
H 5.092 -0.939 -0.524 0.084
H 2.831 -2.360 -1.226 0.111
H 4.133 -2.064 -2.448 0.129
C -4.862 -2.821 5.964 -0.067
C -3.492 -3.437 6.007 -0.174
O -2.628 -3.090 4.904 0.056
C -2.043 -1.907 4.943 -0.376
O -2.060 -0.997 5.753 0.155
C -1.152 -1.736 3.698 -0.526
F -1.569 -0.684 2.992 0.163
F 0.158 -1.511 4.053 0.119
F -1.064 -2.800 2.923 0.165
H -5.536 -3.034 5.137 0.073
H -4.815 -1.759 5.928 0.064
H -5.506 -3.059 6.836 0.098
H -3.631 -4.489 6.058 0.116
H -3.007 -3.094 6.922 0.129
C -3.199 1.432 -3.981 -0.042
C -4.521 1.285 -3.157 -0.144
O -5.752 1.506 -3.896 0.054
C -6.284 2.699 -3.974 -0.385
O -5.914 3.710 -3.358 0.132
C -7.447 2.770 -4.895 -0.539
F -7.513 3.894 -5.585 0.191
F -7.616 1.745 -5.662 0.216
F -8.616 2.802 -4.068 0.078
H -2.368 1.311 -3.298 0.043
H -3.132 2.496 -4.232 0.060
H -3.129 0.778 -4.854 0.087
H -4.466 1.930 -2.273 0.120
H -4.508 0.225 -2.905 0.095
C 1.621 3.319 0.612 -0.004
C 0.521 2.571 -0.249 -0.146
O 0.671 1.151 -0.062 0.043
C -0.362 0.388 -0.431 -0.390
O -1.398 0.723 -0.897 0.164
C -0.058 -1.102 -0.184 -0.528
F 1.043 -1.275 0.501 0.184
F -1.098 -1.622 0.511 0.138
F 0.070 -1.753 -1.352 0.170
H 2.651 2.925 0.403 0.081
H 1.425 3.244 1.672 0.057
H 1.668 4.349 0.267 0.067
H 0.644 2.843 -1.293 0.102
H -0.482 2.909 0.067 0.102
C 2.582 -3.800 3.780 -0.100
O 3.593 -3.605 2.812 -0.166
C 3.447 -2.336 2.245 -0.215
C 4.035 -1.264 3.115 -0.238
O 3.843 -0.012 2.593 -0.182
C 4.290 0.976 3.469 -0.116
H 1.587 -3.784 3.342 0.080
H 2.658 -3.108 4.603 0.082
H 2.697 -4.815 4.101 0.073
H 2.374 -2.149 2.174 0.106
H 3.968 -2.488 1.301 0.129
H 5.133 -1.496 3.267 0.156
H 3.512 -1.317 4.070 0.114
H 3.814 1.915 3.163 0.090
H 5.405 1.020 3.409 0.109
H 4.018 0.759 4.473 0.068
C 2.841 -5.492 -1.970 -0.086
O 2.744 -4.748 -0.751 -0.216
C 1.517 -5.031 -0.061 -0.159
C 1.804 -6.133 0.948 -0.225
O 0.662 -6.403 1.685 -0.177
C 0.900 -7.221 2.791 -0.109
H 2.005 -5.271 -2.653 0.086
H 2.907 -6.528 -1.705 0.072
H 3.781 -5.161 -2.435 0.094
H 0.850 -5.369 -0.840 0.105
H 1.222 -4.132 0.481 0.119
H 2.651 -5.817 1.551 0.122
H 2.088 -7.017 0.372 0.125
H 1.376 -8.159 2.484 0.093
H -0.089 -7.476 3.154 0.087
H 1.487 -6.740 3.573 0.075
C -0.541 6.785 5.211 -0.090
O -0.292 5.370 5.138 -0.172
C -0.641 4.822 3.892 -0.236
C -0.583 3.329 3.886 -0.222
O 0.738 2.900 4.020 -0.177
C 0.804 1.517 4.125 -0.116
H 0.162 7.275 5.837 0.067
H -1.596 7.070 5.477 0.100
H -0.340 7.207 4.189 0.086
H -0.019 5.260 3.078 0.112
H -1.703 5.092 3.662 0.131
H -1.012 3.022 2.942 0.118
H -1.135 2.895 4.748 0.144
H 0.657 0.994 3.152 0.092
H 0.162 1.108 4.903 0.087
H 1.866 1.297 4.354 0.078
C -3.096 -2.144 -3.014 -0.071
O -3.221 -3.584 -3.191 -0.171
C -2.041 -4.230 -2.775 -0.215
C -2.128 -5.727 -3.130 -0.172
O -1.045 -6.423 -2.497 -0.208
C -0.947 -7.798 -2.828 -0.094
H -3.376 -1.806 -2.001 0.095
H -3.764 -1.795 -3.746 0.061
H -2.095 -1.781 -3.336 0.089
H -1.929 -4.184 -1.672 0.108
H -1.162 -3.782 -3.222 0.113
H -2.171 -5.918 -4.251 0.146
H -3.038 -6.134 -2.737 0.102
H -1.804 -8.353 -2.511 0.082
H -0.090 -8.240 -2.355 0.081
H -0.792 -7.935 -3.860 0.069
C -5.087 -7.149 0.176 -0.088
O -3.781 -6.917 -0.360 -0.184
C -3.004 -6.091 0.456 -0.210
C -3.385 -4.612 0.409 -0.159
O -4.340 -4.353 1.491 -0.186
C -4.576 -2.999 1.547 -0.151
H -5.059 -7.179 1.239 0.067
H -5.514 -8.074 -0.266 0.100
H -5.766 -6.305 0.065 0.082
H -2.029 -6.224 -0.020 0.114
H -2.948 -6.376 1.530 0.140
H -3.866 -4.319 -0.552 0.137
H -2.465 -4.074 0.650 0.110
H -3.668 -2.387 1.581 0.074
H -5.137 -2.801 2.481 0.089
H -5.160 -2.618 0.724 0.082
C 5.563 2.617 0.337 -0.059
O 4.833 3.536 1.235 -0.226
C 5.273 4.852 0.957 -0.215
C 4.450 5.806 1.810 -0.202
O 3.225 6.042 1.160 -0.203
C 2.303 6.675 1.999 -0.121
H 6.668 2.637 0.629 0.106
H 5.479 2.960 -0.727 0.083
H 5.196 1.620 0.531 0.056
H 5.118 5.069 -0.122 0.133
H 6.326 4.887 1.215 0.117
H 5.037 6.745 2.039 0.142
H 4.196 5.285 2.733 0.125
H 2.163 6.117 2.912 0.071
H 1.340 6.880 1.519 0.094
H 2.822 7.600 2.366 0.100
C -3.668 6.678 1.026 -0.107
O -3.150 6.120 -0.165 -0.177
C -2.491 4.883 -0.045 -0.213
C -2.347 4.154 -1.381 -0.182
O -1.160 4.584 -2.044 -0.179
C -0.921 4.041 -3.280 -0.135
H -2.895 7.241 1.588 0.088
H -4.038 5.912 1.742 0.087
H -4.479 7.295 0.730 0.073
H -3.043 4.236 0.716 0.139
H -1.490 5.050 0.370 0.116
H -3.259 4.377 -1.982 0.139
H -2.294 3.093 -1.131 0.094
H -0.710 2.946 -3.270 0.081
H -0.003 4.519 -3.632 0.085
H -1.723 4.257 -3.998 0.091
```

Computed properties:
**Gap between HOMO and LUMO**: 9.9873 eV
**HOMO energy**: -0.3463 Eh
**SMILES string**: CCOC(=O)C(F)(F)F.CCOC(=O)C(F)(F)F.CCOC(=O)C(F)(F)F.CCOC(=O)C(F)(F)F.CCOC(=O)C(F)(F)F.COCCOC.COCCOC.COCCOC.COCCOC.COCCOC.COCCOC.COCCOC
**Spin multiplicity**: 1
**Energy above the lowest of the compared OMol25 structures with the same formula, charge and spin**: 0.000 eV

***

[5]
This record from the OMol25 dataset describes a single C18H20N4O2S molecule. The level of theory is ωB97M-V/def2-TZVPD.

```
45
Properties=species:S:1:pos:R:3:lowdin_charge:R:1
C -6.256 -0.819 -0.190 -0.067
C -5.051 -0.059 0.340 -0.269
O -4.094 0.007 -0.700 -0.057
C -2.909 0.632 -0.465 -0.275
C -2.007 0.644 -1.530 -0.003
C -0.775 1.244 -1.397 -0.021
C -0.412 1.853 -0.197 -0.229
N 0.869 2.414 -0.107 0.098
C 1.537 2.769 1.021 -0.567
O 1.040 3.038 2.087 0.071
C 3.047 2.930 0.817 -0.344
S 3.776 1.734 -0.340 0.995
C 2.997 0.300 0.262 -0.598
N 2.197 0.308 1.291 0.139
C 1.733 -0.976 1.390 -0.197
C 0.841 -1.589 2.256 0.011
C 0.604 -2.934 2.030 -0.073
C 1.242 -3.603 0.986 -0.154
N 2.095 -3.043 0.141 0.135
C 2.312 -1.759 0.359 -0.238
N 3.130 -0.914 -0.347 -0.017
C 3.877 -1.237 -1.534 -0.199
C 3.100 -0.867 -2.795 -0.070
C -1.308 1.851 0.861 -0.002
C -2.545 1.242 0.730 -0.010
H -6.670 -0.303 -1.052 0.077
H -5.959 -1.819 -0.496 0.077
H -7.017 -0.892 0.582 0.075
H -5.346 0.954 0.646 0.125
H -4.627 -0.580 1.210 0.125
H -2.296 0.168 -2.454 0.117
H -0.084 1.237 -2.228 0.110
H 1.434 2.280 -0.938 0.098
H 3.533 2.824 1.786 0.090
H 3.271 3.915 0.404 0.088
H 0.365 -1.039 3.053 0.116
H -0.080 -3.478 2.662 0.097
H 1.057 -4.655 0.813 0.100
H 4.061 -2.313 -1.506 0.121
H 4.829 -0.698 -1.504 0.112
H 2.136 -1.372 -2.799 0.079
H 2.940 0.207 -2.841 0.053
H 3.660 -1.173 -3.674 0.075
H -1.030 2.313 1.793 0.103
H -3.215 1.254 1.575 0.104
```

Computed properties:
**Gap between HOMO and LUMO**: 8.3079 eV
**HOMO energy**: -0.2869 Eh
**SMILES string**: CCOc1ccc(NC(=O)CSc2nc3cccnc3n2CC)cc1
**Spin multiplicity**: 1
**Energy above the lowest of the compared OMol25 structures with the same formula, charge and spin**: 0.596 eV

***

Number 1: energy -51732.4509 eV, F_max 3.40 eV/A. Number 2: energy -28672.0956 eV, F_max 10.00 eV/A. Number 3: energy -214582.7518 eV, F_max 2.11 eV/A. Number 4: energy -141210.5842 eV, F_max 4.64 eV/A. Number 5: energy -39882.2725 eV, F_max 1.09 eV/A.